A molecular structure, C35H32ClN9S2W, computed with ωB97M-V/def2-TZVPD.

## Properties
HOMO (spin up / spin down): -0.065 / -0.074 hartree
multiplicity: 3
electronic energy: -3169.42385 Ha
HOMO-LUMO gap (spin up / spin down): 5.84 / 6.04 eV
<S²>: 2.058
charge: -2
max |F|: 0.3 eV Å⁻¹
ΔE to the lowest compared entry with this formula, charge and spin: 63.01 kJ/mol
E_LUMO (spin up / spin down): 4.061 / 4.039 eV
molecular weight: 862.131 g/mol

CARTESIAN COORDINATES (ANGSTROEM)
W1 -0.564 0.247 0.015
C1 -0.713 -4.275 0.239
C2 -0.207 -3.602 1.513
C3 0.751 -2.442 1.212
N1 0.290 -1.072 1.475
C4 0.629 -0.558 2.647
C5 0.926 -1.387 3.759
C6 1.339 -1.100 5.043
C7 1.627 0.114 5.650
C8 1.559 1.350 5.024
C9 1.225 1.691 3.731
C10 0.803 0.907 2.621
N2 0.607 1.432 1.427
C11 1.112 2.770 1.152
C12 1.669 2.855 -0.258
C13 2.375 1.569 -0.632
N3 1.430 0.503 -0.961
C14 1.836 -0.371 -1.848
C15 3.202 -0.530 -2.217
C16 3.793 -1.165 -3.294
C17 3.220 -1.822 -4.370
C18 1.858 -2.075 -4.501
C19 0.826 -1.875 -3.612
C20 0.793 -1.296 -2.308
N4 -0.207 -1.458 -1.471
C21 -1.057 -2.637 -1.766
C22 -1.643 -3.354 -0.561
H1 0.144 -4.599 -0.367
H2 -1.254 -5.185 0.514
H3 -1.060 -3.233 2.089
H4 0.316 -4.339 2.134
H5 1.683 -2.580 1.768
H6 1.022 -2.471 0.160
H7 0.733 -2.436 3.584
H8 1.432 -1.976 5.678
H9 1.909 0.100 6.696
H10 1.795 2.203 5.656
H11 1.212 2.756 3.553
H12 0.350 3.529 1.326
H13 1.941 2.978 1.831
H14 0.903 3.076 -0.994
H15 2.387 3.678 -0.295
H16 3.006 1.760 -1.501
H17 3.035 1.254 0.189
H18 3.901 -0.084 -1.523
H19 4.878 -1.106 -3.302
H20 3.876 -2.161 -5.163
H21 1.552 -2.534 -5.437
H22 -0.146 -2.186 -3.972
H23 -1.871 -2.332 -2.424
H24 -0.438 -3.357 -2.309
H25 -2.071 -2.643 0.136
H26 -2.499 -3.923 -0.933
S1 -3.645 -1.783 1.874
C23 -3.988 -1.337 0.278
S2 -2.899 -0.469 -0.796
C24 -5.204 -1.716 -0.333
C25 -6.191 -2.461 0.369
N5 -7.027 -3.082 0.872
C26 -5.520 -1.446 -1.691
N6 -5.821 -1.232 -2.788
Cl1 -1.985 0.847 4.481
C27 -1.870 2.377 3.648
C28 -1.744 3.516 4.435
C29 -1.725 4.768 3.843
C30 -1.857 4.862 2.461
C31 -1.967 3.714 1.698
C32 -1.944 2.422 2.253
C33 -2.115 1.236 1.374
H27 -1.678 3.405 5.510
H28 -1.631 5.657 4.454
H29 -1.872 5.831 1.976
H30 -2.072 3.789 0.621
H31 -2.913 1.510 0.689
H32 -2.481 0.391 1.957
N7 -1.103 1.791 -1.381
C34 -1.308 2.664 -2.121
N8 -1.561 3.595 -2.980
C35 -0.797 4.678 -2.963
N9 -0.167 5.652 -3.021

---

A molecular structure, C35H32GeIrNSSe at a distorted geometry, computed with ωB97M-V/def2-TZVPD.

## Properties
HOMO (spin up / spin down): -0.386 / -0.386 hartree
multiplicity: 2
electronic energy: -6388.31583 Ha
HOMO-LUMO gap (spin up / spin down): 6.53 / 5.27 eV
<S²>: 0.767
charge: +1
max |F|: 1.8 eV Å⁻¹
ΔE to the lowest compared entry with this formula, charge and spin: 57.53 kJ/mol
E_LUMO (spin up / spin down): -3.967 / -5.229 eV
molecular weight: 842.502 g/mol

CARTESIAN COORDINATES (ANGSTROEM)
Ir1 -0.669 0.288 -0.166
S1 2.557 0.203 -3.201
C1 1.522 1.491 -3.653
C2 0.440 1.619 -2.831
C3 0.435 0.630 -1.804
C4 1.531 -0.188 -1.899
C5 1.684 -1.196 -0.877
C6 2.720 -2.099 -0.725
C7 2.709 -2.967 0.353
C8 1.657 -2.923 1.257
C9 0.650 -2.003 1.061
N1 0.657 -1.160 0.018
H1 1.763 2.086 -4.521
H2 -0.319 2.378 -2.967
H3 3.528 -2.108 -1.444
H4 3.518 -3.671 0.492
H5 1.613 -3.590 2.105
H6 -0.191 -1.920 1.735
C10 -0.602 0.849 3.525
Ge1 0.119 1.453 1.820
C11 -0.826 3.104 1.376
C12 -1.510 3.193 0.167
C13 -2.246 4.314 -0.184
C14 -2.294 5.384 0.698
C15 -1.610 5.324 1.906
C16 -0.877 4.193 2.242
C17 1.998 1.887 2.069
C18 2.546 1.543 3.280
C19 3.908 1.786 3.574
C20 4.707 2.367 2.640
C21 4.190 2.745 1.374
C22 5.021 3.355 0.402
C23 4.520 3.734 -0.807
C24 3.154 3.521 -1.099
C25 2.335 2.929 -0.182
C26 2.825 2.510 1.079
H7 -0.446 1.658 4.239
H8 -0.144 -0.063 3.908
H9 -1.673 0.677 3.419
H10 -1.465 2.361 -0.559
H11 -2.772 4.358 -1.130
H12 -2.861 6.269 0.440
H13 -1.648 6.164 2.588
H14 -0.338 4.166 3.184
H15 1.932 1.074 4.041
H16 4.307 1.497 4.537
H17 5.752 2.560 2.855
H18 6.066 3.515 0.639
H19 5.161 4.205 -1.541
H20 2.755 3.836 -2.054
H21 1.290 2.782 -0.417
C27 -7.691 -2.101 -2.033
C28 -6.370 -1.778 -1.393
C29 -5.700 -0.594 -1.684
C30 -4.516 -0.254 -1.055
C31 -3.837 1.033 -1.417
C32 -3.991 -1.136 -0.088
Se1 -2.571 -0.627 1.050
C33 -4.609 -2.376 0.174
C34 -4.068 -3.407 1.130
C35 -5.792 -2.662 -0.491
H22 -7.980 -1.342 -2.757
H23 -8.471 -2.161 -1.272
H24 -7.655 -3.067 -2.536
H25 -6.120 0.085 -2.418
H26 -4.357 1.524 -2.237
H27 -2.805 0.847 -1.737
H28 -3.807 1.718 -0.569
H29 -3.007 -3.277 1.325
H30 -4.220 -4.404 0.718
H31 -4.591 -3.359 2.088
H32 -6.280 -3.610 -0.293